Entry from the Open Molecules 2025 dataset: one molecule with the formula C5H4O at a distorted geometry (the ωB97M-V functional and the def2-TZVPD basis).

Computed properties:
frontier orbital gap = 7.81 eV
molecular weight = 80.086 g mol⁻¹
LUMO level = 0.017 Ha
calculated total energy = -7288.4237 eV
energy above the lowest of the compared OMol25 structures with the same formula, charge and spin = 7.285 eV

```
10
C5H4O the ωB97M-V functional and the def2-TZVPD basis
C -0.6741 1.8191 -0.6541
C -0.6193 -1.2803 -1.1555
C -0.1782 0.9507 -1.6828
C 0.2071 0.8869 -0.2743
C 0.8065 -0.2226 0.4866
O 0.1837 -1.4105 -0.1284
H -1.3519 2.6142 -0.3846
H -1.1532 -2.3318 -1.4661
H 1.8358 -0.4193 0.5989
H 0.4300 -0.2053 1.5954
```

Mulliken population analysis, charges in e, atoms 1 to 2: 0.00, -0.19

Entry from the Open Molecules 2025 dataset: one molecule with the formula C5H4O2 at a distorted geometry (the ωB97M-V functional and the def2-TZVPD basis).

Computed properties:
frontier orbital gap = 8.50 eV
molecular weight = 96.085 g mol⁻¹
LUMO level = -0.029 Ha
calculated total energy = -9342.0640 eV
SMILES = O=C1C=CCC1=O
energy above the lowest of the compared OMol25 structures with the same formula, charge and spin = 2.118 eV

```
11
C5H4O2 the ωB97M-V functional and the def2-TZVPD basis
O -0.6686 2.3127 -0.2148
C -0.3589 1.1648 -0.0527
C -1.2033 -0.0998 -0.3033
C -0.1505 -1.1809 -0.1413
C 0.9036 -0.7751 0.5805
C 1.0134 0.6777 0.4784
O 2.0226 1.3336 0.5566
H -2.0352 -0.1058 0.4245
H -1.6721 -0.1129 -1.2845
H 0.4403 -1.7692 -0.8736
H 1.7087 -1.4450 0.8303
```

Mulliken population analysis, charges in e, atoms 1 to 2: -0.50, 0.31

Entry from the Open Molecules 2025 dataset: one molecule with the formula C5H4O2 (the ωB97M-V functional and the def2-TZVPD basis).

Computed properties:
frontier orbital gap = 9.08 eV
molecular weight = 96.085 g mol⁻¹
LUMO level = -0.011 Ha
calculated total energy = -9343.0412 eV
SMILES = O=C1C=CCC1=O
energy above the lowest of the compared OMol25 structures with the same formula, charge and spin = 1.141 eV

```
11
C5H4O2 the ωB97M-V functional and the def2-TZVPD basis
O -0.4716 2.0137 -0.9718
C -0.3114 1.1427 -0.1606
C -1.2122 -0.0802 0.0542
C -0.1265 -1.1045 -0.1694
C 1.0534 -0.7371 0.3663
C 1.0650 0.7556 0.4769
O 1.9945 1.5032 0.6464
H -1.7279 -0.1275 1.0328
H -1.9584 -0.1229 -0.7278
H -0.2762 -1.9233 -0.8620
H 1.9712 -1.3196 0.3149
```

Mulliken population analysis, charges in e, atoms 1 to 2: -0.49, 0.46

Entry from the Open Molecules 2025 dataset: C5H4O2 as an isolated structure at a distorted geometry (the ωB97M-V functional and the def2-TZVPD basis).

Computed properties:
frontier orbital gap (alpha / beta) = 6.52 / 7.09 eV
molecular weight = 96.085 g mol⁻¹
LUMO level (alpha / beta) = -0.062 / -0.065 Ha
calculated total energy = -9339.3171 eV
energy above the lowest of the compared OMol25 structures with the same formula, charge and spin = 4.865 eV

```
11
C5H4O2 the ωB97M-V functional and the def2-TZVPD basis
O -1.2332 -2.0901 -0.1426
C -0.4424 -1.2128 0.2290
C 0.9219 -0.6409 0.2169
C 1.0515 0.7098 -0.1261
C -0.1038 1.3378 -0.5221
C -1.2111 0.4580 -0.2865
O -2.3959 0.5016 -0.2699
H -0.1637 -1.3087 1.3781
H 1.7099 -1.1838 0.7328
H 2.0185 1.1983 -0.0711
H -0.1515 2.2308 -1.1386
```

Mulliken population analysis, charges in e, atoms 1 to 2: -0.51, 0.50

Entry from the Open Molecules 2025 dataset: a 2-piece molecular cluster, C5H4O2 overall at a distorted geometry (the ωB97M-V functional and the def2-TZVPD basis).

Computed properties:
frontier orbital gap = 9.85 eV
molecular weight = 96.085 g mol⁻¹
LUMO level = -0.013 Ha
calculated total energy = -9339.6069 eV
energy above the lowest of the compared OMol25 structures with the same formula, charge and spin = 4.575 eV

```
11
C5H4O2 the ωB97M-V functional and the def2-TZVPD basis
C 2.9917 -1.0708 -0.0345
C 2.3142 -2.1291 -0.1386
C 3.6694 0.0575 0.0105
C 0.6237 0.7774 -0.4276
C -0.2866 -0.1637 0.3213
O 4.3668 0.9414 0.1417
O 1.7116 1.0392 0.0284
H 0.3994 1.2770 -1.3507
H 0.1356 -1.1293 0.0099
H -1.2755 0.1285 0.1286
H -0.0964 -0.2015 1.3603
```

Mulliken population analysis, charges in e, atoms 1 to 2: 0.27, -0.92

Entry from the Open Molecules 2025 dataset: a 2-piece molecular cluster, C5H4O2 overall at a distorted geometry (the ωB97M-V functional and the def2-TZVPD basis).

Computed properties:
frontier orbital gap (alpha / beta) = 6.93 / 6.89 eV
molecular weight = 96.085 g mol⁻¹
LUMO level (alpha / beta) = 0.006 / -0.134 Ha
calculated total energy = -9335.8207 eV
spin multiplicity = 3
energy above the lowest of the compared OMol25 structures with the same formula, charge and spin = 3.553 eV

```
11
C5H4O2 the ωB97M-V functional and the def2-TZVPD basis
C 2.7693 0.7984 -0.2929
C 2.1965 -0.2523 -0.3582
C 0.8922 -1.8763 0.2573
C 0.0812 -0.7843 1.0434
C -0.7977 -0.0178 0.1320
O 1.0191 -3.0205 0.0438
O 0.2788 -0.5788 2.1920
H 3.3242 1.6721 -0.5610
H -0.0581 0.2986 -0.6253
H -1.5064 -0.6052 -0.4152
H -1.3350 0.7700 0.5387
```

Mulliken population analysis, charges in e, atoms 1 to 2: 0.06, -0.67

Entry from the Open Molecules 2025 dataset: one molecule with the formula C5H4O2S at a distorted geometry (the ωB97M-V functional and the def2-TZVPD basis).

Computed properties:
frontier orbital gap = 9.02 eV
molecular weight = 128.152 g mol⁻¹
LUMO level = -0.013 Ha
calculated total energy = -20179.2357 eV
SMILES = C=C1CC(=S)OC1=O
energy above the lowest of the compared OMol25 structures with the same formula, charge and spin = 0.365 eV

```
12
C5H4O2S the ωB97M-V functional and the def2-TZVPD basis
C -1.5378 -0.4788 -1.0283
C -0.4524 -0.1113 -0.4057
C 0.4133 -0.7998 0.5865
C 1.4624 0.2693 0.9879
C 0.0073 1.2614 -0.4868
H -1.9317 -1.4781 -0.9621
H -2.0904 0.2629 -1.5883
H -0.1914 -1.0240 1.4759
H 0.9477 -1.6937 0.2346
O 1.0881 1.4336 0.3531
O -0.4723 2.1557 -1.1157
S 2.7573 0.2027 1.9489
```

Mulliken population analysis, charges in e, atoms 1 to 2: -0.98, 0.50

Entry from the Open Molecules 2025 dataset: C5H4O2Sn as an isolated structure at a distorted geometry (the ωB97M-V functional and the def2-TZVPD basis).

Computed properties:
net charge = -1
frontier orbital gap (alpha / beta) = 4.93 / 5.95 eV
molecular weight = 214.796 g mol⁻¹
LUMO level (alpha / beta) = 0.124 / 0.120 Ha
calculated total energy = -15169.4507 eV
spin multiplicity = 2

```
12
C5H4O2Sn the ωB97M-V functional and the def2-TZVPD basis
C -0.5375 -1.4616 0.4057
Sn 1.8643 0.5524 -0.6991
O 0.8071 -1.2965 0.3553
C 1.6028 -0.3962 1.1707
H 1.0260 0.1973 1.9030
H 2.3670 -1.0242 1.6580
O -2.5460 -0.7529 -0.6258
C -1.2915 -0.4213 -0.0797
C -0.9431 0.9554 -0.0954
C -0.6219 2.1347 -0.1997
H -3.1984 -0.0895 -0.3794
H -0.4853 3.1978 -0.1028
```

Mulliken population analysis, charges in e, atoms 1 to 2: -1.18, -0.10

Entry from the Open Molecules 2025 dataset: one molecule with the formula C5H4O3 at a distorted geometry (the ωB97M-V functional and the def2-TZVPD basis).

Computed properties:
frontier orbital gap = 10.57 eV
molecular weight = 112.084 g mol⁻¹
LUMO level = 0.005 Ha
calculated total energy = -11389.8536 eV
SMILES = O=C1C=C[C@]2(CO2)O1
energy above the lowest of the compared OMol25 structures with the same formula, charge and spin = 2.515 eV

```
12
C5H4O3 the ωB97M-V functional and the def2-TZVPD basis
C 1.0592 1.3493 0.2282
C -0.1731 0.9442 0.5571
C 1.6880 0.3500 -0.8240
C -1.3332 -1.4057 0.3633
C -0.4501 -0.3682 -0.2141
O 2.6986 0.2049 -1.4264
O 0.7407 -0.6785 -0.9354
O -1.6625 -0.6994 -0.7937
H 1.5241 2.3150 0.5189
H -1.0542 1.3645 1.0839
H -1.1428 -2.3560 0.1378
H -1.8947 -1.0199 1.3044
```

Mulliken population analysis, charges in e, atoms 1 to 2: -0.52, -0.33

Entry from the Open Molecules 2025 dataset: one molecule with the formula C5H4OS at a distorted geometry (the ωB97M-V functional and the def2-TZVPD basis).

Computed properties:
frontier orbital gap = 7.86 eV
molecular weight = 112.153 g mol⁻¹
LUMO level = -0.036 Ha
calculated total energy = -18129.8894 eV
SMILES = S=C1C=C[C@@H]2O[C@H]12
energy above the lowest of the compared OMol25 structures with the same formula, charge and spin = 2.063 eV

```
11
C5H4OS the ωB97M-V functional and the def2-TZVPD basis
C 1.2480 -0.0668 0.0666
C 0.5067 1.1825 0.2843
C -0.8093 0.9665 0.0588
C -1.1187 -0.4016 -0.2421
C 0.1642 -1.1152 -0.2203
H 0.9671 2.0633 0.5094
H -1.5750 1.7508 0.2080
H -1.9384 -0.7273 -0.8984
H 0.4203 -2.0480 -0.7364
O -0.7049 -1.2929 0.8475
S 2.8399 -0.3112 0.1225
```

Mulliken population analysis, charges in e, atoms 1 to 2: -0.04, -0.38

Entry from the Open Molecules 2025 dataset: one molecule with the formula C5H4OS2 at a distorted geometry (the ωB97M-V functional and the def2-TZVPD basis).

Computed properties:
frontier orbital gap = 7.97 eV
molecular weight = 144.220 g mol⁻¹
LUMO level = -0.012 Ha
calculated total energy = -28966.3214 eV
SMILES = S=c1ccoc(S)c1
energy above the lowest of the compared OMol25 structures with the same formula, charge and spin = 0.340 eV

```
12
C5H4OS2 the ωB97M-V functional and the def2-TZVPD basis
C 1.1347 -0.2111 0.1571
C 0.4864 0.8851 -0.2929
C -0.9557 0.9376 -0.2591
C -1.5810 -0.3404 -0.0331
C -0.8204 -1.4289 0.3895
H 3.0158 0.9052 0.1110
H 1.0594 1.7419 -0.5493
H -2.6695 -0.4818 -0.2018
H -1.1201 -2.4657 0.4925
O 0.5185 -1.3378 0.5884
S 2.8349 -0.4169 0.2288
S -1.9030 2.2129 -0.6312
```

Mulliken population analysis, charges in e, atoms 1 to 2: 0.69, -0.49

Entry from the Open Molecules 2025 dataset: one molecule with the formula C5H4S at a distorted geometry (the ωB97M-V functional and the def2-TZVPD basis).

Computed properties:
frontier orbital gap = 10.01 eV
molecular weight = 96.154 g mol⁻¹
LUMO level = 0.025 Ha
calculated total energy = -16081.0770 eV
SMILES = C#CC#CCS
energy above the lowest of the compared OMol25 structures with the same formula, charge and spin = 2.253 eV

```
10
C5H4S the ωB97M-V functional and the def2-TZVPD basis
C 0.8035 0.3586 1.3403
C 0.2803 -0.5355 0.3194
C -0.2499 -1.1624 -0.5924
C -0.9175 -1.8573 -1.6367
C -1.4616 -2.4648 -2.5001
H 1.0218 2.4679 2.1503
H 0.3274 0.1075 2.2711
H 1.8690 0.2309 1.5733
H -1.8504 -2.9681 -3.3335
S 0.4940 2.1331 0.9847
```

Mulliken population analysis, charges in e, atoms 1 to 2: -0.55, -0.02

Entry from the Open Molecules 2025 dataset: an isolated ion of composition C5H5Br2N2O and charge +1 at a distorted geometry (the ωB97M-V functional and the def2-TZVPD basis).

Computed properties:
net charge = +1
frontier orbital gap (alpha / beta) = 6.81 / 6.82 eV
molecular weight = 268.916 g mol⁻¹
LUMO level (alpha / beta) = -0.218 / -0.218 Ha
calculated total energy = -150367.2271 eV
energy above the lowest of the compared OMol25 structures with the same formula, charge and spin = 3.359 eV

```
15
C5H5Br2N2O the ωB97M-V functional and the def2-TZVPD basis
C -0.0549 0.2317 -1.0227
C -0.1005 -1.0353 -1.6715
C -0.8917 -1.8033 0.3831
C -0.2558 0.9966 1.3252
C 0.8919 2.0177 1.0621
N -0.3391 0.2175 0.1786
N -0.4723 -2.0796 -0.8166
O -0.9499 0.8543 2.2144
Br -0.1324 -1.4109 -3.4871
Br -1.0053 -2.8346 1.7434
H 0.0742 1.1156 -1.6079
H 0.9767 2.7795 1.8710
H 0.7348 2.4069 0.0456
H 1.8867 1.5395 0.9828
H -0.3624 -2.9958 -1.2005
```

Mulliken population analysis, charges in e, atoms 1 to 2: 0.52, -0.52

Entry from the Open Molecules 2025 dataset: one molecule with the formula C5H5Br2OP at a distorted geometry (the ωB97M-V functional and the def2-TZVPD basis).

Computed properties:
frontier orbital gap = 8.66 eV
molecular weight = 271.876 g mol⁻¹
LUMO level = 0.005 Ha
calculated total energy = -156686.7106 eV
SMILES = CC1=CC=C(Br)P(Br)O1
energy above the lowest of the compared OMol25 structures with the same formula, charge and spin = 0.438 eV

```
14
C5H5Br2OP the ωB97M-V functional and the def2-TZVPD basis
C 0.3880 0.6736 0.5640
C -0.8861 1.4045 0.5181
C 0.7675 -0.3303 -0.2966
C -2.0046 0.8573 0.0033
C 2.2012 -0.8784 -0.4602
O -0.1214 -0.8993 -1.1656
P -1.8478 -0.7471 -1.0150
Br -3.8165 1.5419 0.2187
Br -2.2533 -2.2115 0.6850
H 0.9823 1.1293 1.2729
H -0.7644 2.3037 1.0520
H 2.5758 -0.2022 -1.2001
H 2.7095 -0.8114 0.5444
H 2.0697 -1.8301 -0.7208
```

Mulliken population analysis, charges in e, atoms 1 to 2: -0.36, -0.21

Entry from the Open Molecules 2025 dataset: C5H5Br3Cl2F3N4O as an isolated structure at a distorted geometry (the ωB97M-V functional and the def2-TZVPD basis).

Computed properties:
net charge = +1
frontier orbital gap = 8.08 eV
molecular weight = 504.734 g mol⁻¹
LUMO level = -0.162 Ha
calculated total energy = -256587.2347 eV

```
23
C5H5Br3Cl2F3N4O the ωB97M-V functional and the def2-TZVPD basis
F -0.5374 1.9608 3.9535
C -1.2912 2.4644 2.9049
F -2.6275 2.5948 3.2697
F -0.8402 3.7690 2.6133
O -1.0673 1.7015 1.7450
C -2.2586 1.0242 1.2954
C -1.7514 -0.0863 0.2474
N -0.7480 0.0416 -0.7752
C -0.7490 -1.3040 -1.3229
N -0.0129 -1.8405 -2.3011
Cl 1.1257 -0.8003 -3.0742
N -1.7155 -2.1285 -0.6423
N -2.3415 -1.3810 0.3040
Cl -3.5742 -2.0424 1.2765
H -2.9938 1.7244 0.7853
H -2.7394 0.4185 2.1432
H -0.1201 -2.8332 -2.5518
H -1.8668 -3.1175 -0.8634
C 5.2511 0.0765 -1.7535
Br 4.1047 -0.8206 -0.4713
Br 6.9165 -0.8754 -2.0201
Br 4.3348 0.4068 -3.4308
H 5.5021 1.0471 -1.3316
```

Mulliken population analysis, charges in e, atoms 1 to 2: -0.21, 0.76

Entry from the Open Molecules 2025 dataset: one molecule with the formula C5H5BrClNO at a distorted geometry (the ωB97M-V functional and the def2-TZVPD basis).

Computed properties:
frontier orbital gap = 7.87 eV
molecular weight = 210.458 g mol⁻¹
LUMO level = -0.038 Ha
calculated total energy = -91364.8578 eV
energy above the lowest of the compared OMol25 structures with the same formula, charge and spin = 3.231 eV

```
14
C5H5BrClNO the ωB97M-V functional and the def2-TZVPD basis
C 0.1439 1.1954 -0.9682
C 0.8594 0.0689 -1.2453
C 0.9953 -0.8842 0.0391
C 0.1113 -0.6180 1.1830
C -1.6006 0.2156 0.1314
N -0.9139 1.3419 -0.2707
O 1.6000 -0.2308 -2.1486
Cl 0.4821 0.6753 2.2568
Br -3.1942 0.6382 1.1403
H 0.6803 2.1638 -1.0651
H 1.0889 -1.8938 -0.3924
H 1.9672 -0.6370 0.4643
H -0.4711 -1.3977 1.4863
H -1.7484 -0.6377 -0.6108
```

Mulliken population analysis, charges in e, atoms 1 to 2: -0.19, 0.58

Entry from the Open Molecules 2025 dataset: a 2-piece molecular cluster, C5H5BrIN3 overall at a distorted geometry (the ωB97M-V functional and the def2-TZVPD basis).

Computed properties:
frontier orbital gap = 8.82 eV
molecular weight = 313.924 g mol⁻¹
LUMO level = -0.028 Ha
calculated total energy = -87873.5739 eV
energy above the lowest of the compared OMol25 structures with the same formula, charge and spin = 3.684 eV

```
15
C5H5BrIN3 the ωB97M-V functional and the def2-TZVPD basis
C 0.5690 -1.4361 1.7483
C 0.7333 -0.5021 0.7661
C -0.9544 0.7967 -1.6410
C -1.9588 0.5521 -0.5260
C -0.6288 1.1044 -0.2421
N 1.7551 -2.0706 1.8670
N 2.6101 -1.5976 1.0414
N 2.0098 -0.6295 0.3504
Br -0.1769 2.7484 0.5166
I 2.9140 0.4187 -1.1157
H -0.2768 -1.6839 2.3504
H -0.5008 -0.0609 -2.1161
H -1.1112 1.6317 -2.3128
H -2.8212 1.2005 -0.4374
H -2.1623 -0.4717 -0.2489
```

Mulliken population analysis, charges in e, atoms 1 to 2: -0.56, 0.31